[1]
Below is a molecular structure, C8H13ClOS in a non-equilibrium geometry, with properties calculated with ωB97M-V/def2-TZVPD.

The calculation puts the LUMO energy (spin up / spin down) at 0.15 / -0.71 eV. For the HOMO-LUMO gap (spin up / spin down), the calculation gives 8.5 / 7.3 eV.

```
24
Properties=species:S:1:pos:R:3:forces:R:3
C -3.564 -0.782 -1.286 1.41 0.99 0.54
C -3.040 -1.386 -0.237 -0.65 -0.97 0.20
C 0.344 0.331 0.070 5.03 -3.06 -1.04
C 1.690 -0.973 -0.252 -3.40 2.84 0.73
C 3.114 -0.681 0.071 -0.03 0.64 -0.22
C 1.361 2.634 1.438 -0.33 0.34 -0.07
C -1.640 -1.149 0.265 -2.10 0.27 -1.39
C -0.995 -0.019 -0.469 0.26 1.06 0.42
O 2.365 1.910 -0.889 0.76 0.26 -0.48
S 1.044 2.042 -0.266 -1.36 -0.21 0.08
Cl 1.327 -2.666 -0.581 -0.13 1.33 0.19
H -4.596 -0.757 -1.443 -1.32 -0.47 -0.85
H -2.902 -0.087 -1.812 -0.79 -0.03 -0.10
H -3.595 -2.213 0.269 0.27 1.01 -0.11
H 3.794 -1.514 -0.108 -0.30 -0.11 0.17
H 3.462 0.189 -0.525 -0.33 -0.45 0.32
H 3.147 -0.363 1.116 0.31 -0.10 0.05
H 2.328 2.207 1.634 0.80 0.47 0.20
H 0.723 1.974 1.958 -1.09 -0.31 1.18
H 1.191 3.723 1.755 0.41 -1.67 -1.10
H -1.800 -0.990 1.315 0.95 -0.25 0.68
H -1.191 -2.010 -0.113 1.44 -1.85 0.85
H -0.888 -0.252 -1.531 -0.15 -0.04 -0.06
H -1.681 0.831 -0.379 0.34 0.31 -0.17
```
Positions in Å, forces in eV/Å.



[2]
Below is 2 unconnected molecules or ions with the total composition C8H13F in a non-equilibrium geometry, with properties calculated with ωB97M-V/def2-TZVPD.

The calculation puts the LUMO energy (spin up / spin down) at 0.98 / -1.46 eV. For the HOMO-LUMO gap (spin up / spin down), the calculation gives 6.0 / 7.5 eV. Its multiplicity is 3.

```
22
Properties=species:S:1:pos:R:3:forces:R:3
C -3.855 1.280 0.252 1.15 1.89 0.82
C -3.170 -0.012 0.161 1.20 -0.71 -1.42
C 2.059 -0.556 0.923 0.90 0.40 -1.42
C 3.038 0.238 0.101 5.99 2.71 4.76
C 1.983 -0.205 -0.577 -5.77 -3.50 -1.54
C 4.353 0.932 0.193 -0.04 1.06 0.04
C -1.414 -1.631 -0.702 2.00 -0.94 -1.97
C -1.971 -0.257 -0.391 0.10 -2.01 1.00
F -1.012 0.636 -0.658 -0.41 1.23 -0.36
H -3.482 1.781 1.197 -0.45 0.03 -1.14
H -4.932 1.295 0.314 -0.31 -0.59 0.02
H -3.681 -0.908 0.414 -0.51 -0.64 0.11
H 2.445 -1.619 1.061 -0.69 1.20 0.22
H 1.385 -0.086 1.715 0.89 -0.76 -1.23
H -3.588 1.861 -0.652 -0.05 0.14 0.75
H 1.231 -0.330 -1.315 -0.02 0.57 -0.49
H 4.312 2.054 0.418 -0.51 -0.99 0.81
H 4.808 1.161 -0.779 0.18 -1.23 -0.23
H 5.076 0.459 0.926 -0.83 0.54 -0.93
H -2.051 -2.458 -0.386 -0.14 0.25 -0.17
H -1.188 -1.740 -1.870 -1.02 0.35 2.20
H -0.347 -1.896 -0.346 -1.66 0.99 0.16
```
Positions in Å, forces in eV/Å.



DFT total energy for every record listed, in sequence, given in eV: -33905.20752, -11216.05427.
Energy relative to the best compared isomer or geometry (same formula, charge and spin) for every record listed, in sequence, given in eV: 3.659, 1.460.